Entry 1:
67
Properties=species:S:1:pos:R:3:forces:R:3:mulliken_charge:R:1 method="wB97M-V/def2-TZVPD" multiplicity=2 lumo_energy_ev="-7.66 / -7.31" total_energy_ev=-135329.5795 molar_mass_g_mol=578.5 relative_energy_kj_mol=0.0 charge=+2 largest_force_ha_per_bohr=0.0017
Mn 0.21475 0.17066 0.23651 -0.0045 -0.0135 -0.0867 0.145
O 0.61884 1.85588 0.51230 0.0193 -0.0239 0.0312 -0.375
C 1.77906 2.36940 0.97634 -0.0300 0.0016 0.0089 0.690
C 1.72847 3.62674 1.56620 0.0030 0.0088 0.0055 -0.562
C 2.89168 4.20129 2.04373 0.0040 -0.0060 -0.0036 -0.596
C 4.12049 3.54618 1.93353 -0.0103 -0.0010 -0.0032 -0.798
C 4.17649 2.30942 1.33484 0.0088 0.0049 0.0065 -0.771
C 3.00658 1.69543 0.86012 0.0148 -0.0218 -0.0124 0.332
C 3.08913 0.43812 0.18591 -0.0183 -0.0028 0.0009 -0.068
N 2.06087 -0.25303 -0.16251 0.0317 0.0094 0.0008 0.497
C 2.18619 -1.44284 -1.00822 -0.0015 0.0102 0.0090 -0.722
C 1.15780 -1.23335 -2.10443 0.0005 0.0262 -0.0132 -0.757
N -0.07236 -0.79311 -1.41601 -0.0486 -0.0247 0.0237 0.287
C -1.22088 -1.22060 -1.82051 0.0201 -0.0119 -0.0278 0.049
C -2.49278 -0.97634 -1.20674 -0.0066 -0.0053 0.0174 0.270
C -3.57245 -1.76957 -1.62168 -0.0007 0.0016 0.0063 -1.006
C -4.80391 -1.65983 -1.00852 0.0089 -0.0015 -0.0037 -1.094
C -4.96158 -0.76247 0.04096 0.0073 0.0094 0.0120 -0.859
C -3.91052 0.04520 0.45880 -0.0592 -0.0248 0.0056 0.804
C -2.68231 -0.04239 -0.17146 0.0592 0.0599 -0.0277 -0.059
O -1.67500 0.79985 0.19445 0.0135 -0.0178 0.0114 -0.020
H 0.77554 4.13271 1.64117 0.0008 0.0010 0.0008 0.466
H 2.84730 5.17831 2.50625 -0.0015 0.0009 -0.0002 0.452
H 5.02000 4.01256 2.30863 0.0007 0.0001 0.0001 0.441
H 5.12277 1.79369 1.22770 0.0005 0.0008 0.0004 0.440
H 4.07890 0.06387 -0.07333 0.0015 0.0061 -0.0026 0.395
H 1.94489 -2.32701 -0.41479 -0.0030 0.0004 0.0028 0.246
H 3.19246 -1.54733 -1.41252 0.0051 0.0051 0.0123 0.478
H 0.97386 -2.13668 -2.68510 0.0013 -0.0086 0.0119 0.486
H 1.48369 -0.43778 -2.77705 -0.0094 -0.0024 -0.0020 0.311
H -1.22788 -1.87851 -2.68990 -0.0003 0.0020 0.0004 0.441
H -3.42352 -2.48637 -2.42011 -0.0013 -0.0021 0.0020 0.473
H -5.63024 -2.27760 -1.32965 0.0001 -0.0011 -0.0002 0.468
H -5.91654 -0.68442 0.54413 -0.0015 -0.0019 -0.0030 0.528
H -4.04125 0.74054 1.27551 0.0152 0.0074 -0.0020 0.717
C -0.71196 0.65842 3.39912 -0.0134 -0.0012 0.0353 -1.150
C -0.89134 -0.67586 2.71128 0.0092 -0.0318 -0.0563 1.066
C -0.59504 -1.87086 3.58932 -0.0021 0.0010 0.0218 -1.538
O 0.06574 -0.76391 1.59186 -0.0322 0.0481 0.0336 -0.544
H -1.38431 0.70478 4.25628 0.0078 0.0036 -0.0003 0.487
H -0.94838 1.48889 2.73290 0.0093 0.0007 -0.0141 0.056
H 0.30985 0.76613 3.76599 0.0017 0.0007 -0.0029 0.328
H -1.88502 -0.75859 2.26781 0.0032 -0.0049 0.0091 -0.140
H 0.40831 -1.80041 4.00851 0.0005 -0.0033 -0.0006 0.382
H -0.68787 -2.80256 3.03390 0.0042 0.0003 -0.0048 0.403
H -1.31095 -1.89144 4.41134 -0.0001 0.0041 -0.0020 0.406
C -7.93407 3.08255 -1.52189 0.0059 0.0009 -0.0027 -1.628
C -6.47070 2.96926 -1.23339 -0.0018 -0.0007 0.0018 0.672
C -5.96927 3.28073 0.03096 -0.0022 -0.0020 -0.0140 -1.055
C -4.61886 3.21402 0.31386 0.0009 0.0064 0.0000 0.734
C -4.14489 3.57377 1.69459 0.0057 -0.0124 0.0067 -1.464
C -3.73275 2.81678 -0.72535 0.0301 0.0045 0.0292 0.292
Se -1.92044 2.79209 -0.39826 -0.0345 0.0038 -0.0094 0.551
C -4.22482 2.49869 -2.02110 -0.0004 -0.0046 -0.0220 0.983
C -3.32247 2.10846 -3.15869 0.0014 -0.0232 0.0088 -1.427
C -5.58428 2.57939 -2.24061 -0.0068 0.0067 0.0060 -1.022
H -8.52771 3.06535 -0.61041 -0.0008 -0.0006 0.0005 0.397
H -8.26970 2.28525 -2.18399 -0.0002 0.0027 -0.0024 0.402
H -8.13147 4.02946 -2.03047 -0.0031 -0.0002 0.0009 0.338
H -6.65866 3.58903 0.80742 0.0032 -0.0006 0.0044 0.406
H -4.99441 3.71975 2.35799 -0.0004 0.0029 -0.0008 0.394
H -3.56597 4.49790 1.68081 -0.0053 0.0041 -0.0058 0.379
H -3.49925 2.80537 2.12296 -0.0003 -0.0031 -0.0014 0.223
H -2.71801 1.23592 -2.90998 0.0077 0.0062 -0.0020 0.130
H -2.63546 2.91623 -3.41122 -0.0022 0.0054 0.0005 0.354
H -3.91143 1.87455 -4.04279 -0.0045 0.0023 0.0016 0.427
H -5.97684 2.34730 -3.22333 -0.0002 -0.0007 -0.0005 0.427

---

Entry 2:
64
Properties=species:S:1:pos:R:3:forces:R:3:mulliken_charge:R:1 method="wB97M-V/def2-TZVPD" lumo_energy_ev=-4.57 total_energy_ev=-36067.2594 molar_mass_g_mol=426.6 relative_energy_kj_mol=0.0 charge=+1 largest_force_ha_per_bohr=0.0473
C 0.28734 -5.37437 1.58546 0.3831 -0.2161 0.1302 -0.944
N -0.24983 -4.03373 1.63889 -0.5203 0.2262 -0.1444 0.296
C -1.47012 -3.74577 1.09941 -0.4526 -1.2131 -0.6903 0.338
O -2.19193 -4.55313 0.51927 0.9012 1.4012 0.8484 -0.683
C -1.75124 -2.26889 1.35683 -0.2597 -0.2516 -0.8626 -0.057
C -3.02060 -2.06937 2.18395 -0.1268 -0.0276 0.3578 -0.594
C -4.26441 -2.57643 1.48108 -0.0917 -0.0293 -0.0659 0.495
C -5.01574 -3.61693 2.03624 0.1080 0.1327 -0.2691 -0.305
C -6.13497 -4.11349 1.36401 0.1112 0.2597 -0.1267 -0.636
C -6.50898 -3.55804 0.13197 0.2337 0.0801 0.1788 -0.412
C -5.76259 -2.50790 -0.42019 0.1422 -0.0033 0.2402 -0.747
C -4.64284 -2.01530 0.25942 -0.2618 -0.3211 0.1063 -0.219
N -0.52793 -1.82824 2.03494 -0.0099 2.3612 0.5807 0.593
C -0.36072 -0.54411 2.40951 -0.4248 -1.4604 -0.6836 0.358
C 0.76729 -0.07295 3.07449 1.1181 0.7237 0.6832 0.677
C 1.03821 1.23569 3.47552 -0.6117 -0.9263 -0.3757 -0.529
C 2.22980 1.59125 4.20079 1.0047 -0.0445 0.4915 0.667
C 2.44301 2.91657 4.67794 -0.2157 -0.4004 -0.3261 -0.490
C 3.60967 3.26118 5.34456 -0.1445 -0.1525 -0.0819 -0.677
C 4.61653 2.31280 5.57274 -0.2503 0.1427 -0.0924 1.262
C 5.87687 2.70314 6.27577 0.2953 -0.0079 0.1347 -1.443
C 4.42351 1.00049 5.13045 -0.3299 -0.1562 -0.1739 -0.982
C 3.25999 0.63628 4.46935 -0.2338 0.4145 -0.0638 -0.497
C 0.44995 -2.90991 2.25201 0.4102 -0.8660 0.1284 -0.017
C 0.66006 -3.20287 3.74692 -0.2242 0.0609 0.0235 -1.492
C 1.76681 -2.66812 1.49884 -0.1839 0.1296 -0.1748 -1.482
H -0.44585 -6.00761 1.08080 0.1194 0.1754 0.0889 0.385
H 1.23166 -5.39858 1.02726 -0.2164 -0.0315 0.0612 0.299
H 0.46871 -5.76576 2.59468 -0.0826 0.0441 -0.2137 0.309
H -1.85435 -1.75674 0.37972 0.1223 -0.2202 0.4380 0.302
H -2.88937 -2.60279 3.13802 -0.0799 0.2188 -0.1606 0.369
H -3.11447 -0.99536 2.40217 -0.0599 -0.2136 0.0537 0.395
H -4.68704 -4.04485 2.98632 -0.2194 0.0395 -0.2712 0.312
H -6.70599 -4.93380 1.80497 0.1520 0.2885 -0.2103 0.368
H -7.38215 -3.94444 -0.39669 0.2845 0.1252 0.1556 0.376
H -6.04314 -2.06580 -1.37856 0.0254 -0.1986 0.3109 0.373
H -4.03987 -1.20198 -0.15247 -0.3005 -0.1826 -0.0416 0.340
H -1.18186 0.12983 2.15217 0.2041 -0.1928 0.0426 0.578
H 1.52168 -0.82083 3.31038 -0.3841 0.4750 -0.0643 -1.096
H 0.33177 2.03881 3.22807 0.2021 -0.1573 0.0862 0.299
H 1.66400 3.66009 4.50215 0.2090 -0.1549 0.0402 0.417
H 3.76684 4.27952 5.69995 -0.1438 -0.2130 -0.1170 0.415
H 6.54995 1.84622 6.36344 -0.0542 0.1756 0.0229 0.361
H 6.40302 3.49974 5.73699 -0.1166 -0.1324 0.0354 0.343
H 5.67308 3.08484 7.28288 -0.0332 -0.0811 -0.1592 0.340
H 5.20260 0.25823 5.30718 -0.2260 0.1742 -0.0478 0.295
H 3.15516 -0.40008 4.14468 0.0919 0.3467 0.0997 0.304
H -0.30845 -3.46860 4.19566 0.3344 0.0103 -0.0750 0.330
H 1.36196 -4.03912 3.86088 -0.2249 0.2419 -0.0024 0.482
H 1.05572 -2.33697 4.28135 -0.0119 -0.2847 0.0062 0.407
H 1.54254 -2.57742 0.42672 0.1699 -0.0526 0.2630 0.362
H 2.26147 -1.75156 1.82552 0.0547 -0.2389 -0.1080 0.397
H 2.44393 -3.51637 1.66150 -0.1882 0.2601 -0.0611 0.455
N -0.45823 4.19232 2.24071 0.2269 -0.1409 -0.3669 -0.323
C -1.73107 4.11525 1.84119 -0.2888 0.8334 0.3732 -0.063
C -2.61635 5.20814 1.91371 0.5427 -0.4929 -0.0394 -0.573
C -2.12477 6.42865 2.38722 0.1030 -0.1623 0.0346 -0.098
C -0.77515 6.52551 2.73950 0.3209 -0.6361 -0.1329 -0.659
C 0.02903 5.37504 2.62729 -0.7883 0.4383 0.1507 -0.129
H -2.06897 3.14717 1.45752 0.0673 0.3035 0.1987 0.336
H -3.65355 5.05814 1.60982 0.3117 0.2521 0.0969 0.337
H -2.78456 7.29248 2.48146 0.1962 -0.2505 -0.0490 0.379
H -0.31734 7.44440 3.10903 -0.3119 -0.1909 -0.1934 0.331
H 1.09594 5.41453 2.87017 -0.3740 -0.0312 -0.0174 0.464

---

Entry 3:
70
Properties=species:S:1:pos:R:3:forces:R:3:mulliken_charge:R:1 method="wB97M-V/def2-TZVPD" multiplicity=3 lumo_energy_ev="-2.12 / -3.61" total_energy_ev=-193723.5623 molar_mass_g_mol=859.7 relative_energy_kj_mol=0.0 charge=+1 largest_force_ha_per_bohr=0.0029
Pt 0.54239 -1.21811 -0.49108 -0.0039 0.0505 -0.0180 1.905
C 3.58143 -3.14270 -0.93809 -0.0069 0.0005 0.0144 -1.123
Se 2.77278 -1.51884 -1.63204 -0.0798 -0.0449 -0.0884 0.141
C 2.00102 -2.26715 -3.26951 -0.0033 -0.0951 0.1003 -0.596
C 1.06764 -3.44554 -3.05413 -0.0179 0.1257 -0.0286 -0.952
Se -0.48717 -3.04584 -1.93288 0.0947 -0.1050 -0.0388 0.065
C -1.51096 -2.08410 -3.26704 0.0229 0.0038 -0.0588 -0.863
H 4.25086 -3.55673 -1.68859 0.0032 -0.0010 0.0032 0.393
H 2.81880 -3.86321 -0.65600 -0.0084 0.0061 0.0011 0.284
H 4.15506 -2.85591 -0.06001 -0.0056 0.0082 0.0032 0.365
H 2.83372 -2.55496 -3.91177 -0.0075 0.0165 -0.0160 0.583
H 1.48005 -1.42324 -3.72164 0.0211 0.0083 -0.0052 0.135
H 1.57238 -4.29384 -2.59577 0.0045 0.0114 0.0316 0.398
H 0.66848 -3.78191 -4.01157 -0.0027 -0.0187 0.0021 0.533
H -1.83568 -2.79935 -4.01884 -0.0048 0.0021 0.0057 0.438
H -0.90348 -1.29793 -3.70961 -0.0220 0.0106 0.0459 0.246
H -2.36929 -1.65522 -2.75724 -0.0105 0.0392 0.0276 0.267
C -4.95265 2.99839 4.53673 -0.0054 0.0033 0.0057 -1.446
C -4.44333 2.08555 3.45772 0.0004 -0.0089 -0.0091 1.000
C -4.96742 0.80970 3.28841 0.0005 0.0155 0.0085 -0.929
C -4.48585 -0.03811 2.30009 -0.0078 -0.0130 -0.0357 -0.308
C -3.46570 0.39804 1.47244 -0.0031 -0.0257 0.0178 -0.416
C -2.93993 1.67846 1.60787 0.0121 0.0046 0.0232 -0.176
C -3.42716 2.50948 2.59744 -0.0006 -0.0025 -0.0016 -0.980
S -2.81680 -0.66637 0.22623 -0.0519 -0.0667 -0.1051 1.472
O -3.65588 -1.83299 0.14622 0.0087 0.0567 0.0365 -0.771
O -2.63217 0.13374 -0.96545 0.0122 -0.0109 -0.0292 -0.828
N -1.32584 -1.05218 0.69514 0.0115 0.0940 0.0815 -0.502
C -1.03083 -2.01964 1.62351 -0.0433 -0.0365 -0.0012 0.920
C -1.83741 -2.56157 2.62910 0.0477 -0.0057 0.0256 -0.583
C -1.27820 -3.49818 3.47262 -0.0877 0.0356 -0.0043 -0.578
C 0.04929 -3.89111 3.31624 0.0743 -0.0198 -0.0146 -0.808
C 0.77078 -3.33098 2.28603 0.0279 0.0051 -0.0061 -0.490
N 0.24167 -2.42714 1.45819 0.0344 -0.0353 -0.0157 -0.272
H -5.85824 2.60472 4.99456 0.0007 -0.0012 -0.0005 0.357
H -5.17318 3.98911 4.13879 0.0011 0.0003 -0.0016 0.364
H -4.20440 3.12061 5.32204 0.0004 0.0004 -0.0012 0.310
H -5.77237 0.47447 3.93048 0.0007 0.0007 0.0018 0.343
H -4.91526 -1.02008 2.15075 0.0155 -0.0075 0.0042 0.562
H -2.17594 2.02432 0.92206 -0.0052 0.0006 -0.0014 0.509
H -3.02684 3.51094 2.70112 0.0003 0.0017 0.0000 0.417
H -2.86637 -2.25631 2.73107 -0.0266 0.0162 0.0015 0.370
H -1.87979 -3.93101 4.26147 -0.0014 0.0022 -0.0025 0.441
H 0.50385 -4.62031 3.97028 0.0021 0.0015 -0.0016 0.422
H 1.80392 -3.60106 2.10318 -0.0061 -0.0152 -0.0058 0.471
N 0.15811 0.48387 -1.95876 -0.0471 0.0712 0.1085 -0.787
S 0.45972 1.93968 -1.29500 0.0281 -0.0923 -0.0339 0.658
C 1.63219 1.58484 0.01200 0.0540 -0.0083 -0.0307 0.219
C 3.00731 1.64864 -0.16039 0.0002 0.0272 0.0104 -0.265
C 3.83366 1.23265 0.87374 -0.0059 -0.0058 0.0054 -0.608
C 3.29022 0.75409 2.05921 -0.0003 -0.0093 -0.0042 -0.818
C 1.91362 0.70507 2.22792 -0.0078 -0.0030 0.0004 -0.352
C 1.07467 1.12835 1.20565 -0.0130 0.0276 0.0104 -0.203
C 1.50862 2.81954 -2.43421 0.0110 0.0316 -0.0070 -0.408
C 1.80825 4.14204 -2.13737 0.0069 0.0298 -0.0094 -0.005
C 2.63468 4.85099 -2.99486 -0.0284 -0.0080 0.0314 -0.729
C 3.13751 4.23981 -4.13642 0.0029 -0.0285 -0.0306 -0.439
C 2.81235 2.92237 -4.42876 0.0243 0.0536 -0.0065 -0.741
C 1.99001 2.20194 -3.57421 -0.0285 -0.0386 0.0071 -0.007
H -0.86482 0.45275 -1.98635 0.0148 -0.0305 -0.0302 0.223
H 3.43323 2.00873 -1.08695 -0.0004 -0.0041 0.0059 0.378
H 4.90736 1.28238 0.74978 0.0017 -0.0021 0.0006 0.437
H 3.94343 0.43115 2.85911 -0.0012 0.0048 0.0038 0.421
H 1.48554 0.34673 3.15471 0.0044 -0.0003 0.0034 0.495
H -0.00024 1.10968 1.33845 0.0021 -0.0103 -0.0004 0.380
H 1.40433 4.61137 -1.24790 0.0059 0.0021 -0.0013 0.456
H 2.87793 5.88191 -2.77685 0.0008 0.0004 -0.0010 0.405
H 3.77609 4.79802 -4.80778 0.0008 0.0004 0.0016 0.407
H 3.19563 2.45692 -5.32683 -0.0032 -0.0040 -0.0006 0.421
H 1.70458 1.18052 -3.78647 -0.0064 -0.0114 0.0162 0.369